Entry 1:
This record from OMol25 describes a molecular structure, C3H23O10 in a non-equilibrium geometry. The level of theory is ωB97M-V/def2-TZVPD.

Geometry as XYZ:
```
36
Properties=species:S:1:pos:R:3
C -1.297 1.461 -0.756
O -0.751 0.202 -0.464
C -0.466 2.515 -1.566
C 0.653 1.700 -2.378
O 1.213 0.668 -1.592
H -2.118 1.043 -1.320
H -1.465 1.846 0.232
H 0.190 3.360 -1.034
H -1.090 3.018 -2.394
H 0.214 1.459 -3.337
H 1.473 2.478 -2.682
H 0.468 0.434 -0.780
H 0.885 -2.061 -2.373
H 0.017 -0.897 -2.939
O 0.052 -1.861 -2.927
H -1.977 0.245 2.103
H -0.870 -0.247 1.147
O -1.400 -0.380 1.936
H 1.028 3.076 1.992
H 1.031 3.513 0.619
O 0.866 3.813 1.476
H 0.881 0.162 4.473
H -0.123 0.584 3.466
O 0.394 0.983 4.227
H -0.535 -2.300 2.185
H -1.686 -2.850 3.096
O -0.750 -3.005 2.858
H 0.990 -4.218 0.820
H -0.104 -3.432 0.189
O 0.153 -4.387 0.212
H 2.651 0.560 0.884
H 2.303 1.149 -0.490
O 3.024 1.163 0.207
H -0.628 -3.688 -1.627
H -1.609 -2.636 -1.893
O -1.618 -3.469 -1.570
```

For the energy relative to the best compared isomer or geometry (same formula, charge and spin), the calculation gives 51.1 kcal per mole. For the total energy, the calculation gives -23958.24315 eV. Its charge is -1.



Entry 2:
This record from OMol25 describes a molecular structure, C7H23IN7O4 in a non-equilibrium geometry. The level of theory is ωB97M-V/def2-TZVPD.

Geometry as XYZ:
```
42
Properties=species:S:1:pos:R:3
I -1.123 1.043 0.129
C 0.278 0.390 -2.776
C 1.193 -0.208 -1.775
C 2.585 -0.372 -2.467
O 3.416 -1.096 -1.526
C 4.827 -0.842 -1.640
N 1.277 0.767 -0.665
H -0.730 0.566 -2.400
H 0.195 -0.342 -3.579
H 0.592 1.382 -3.100
H 0.799 -1.168 -1.441
H 3.048 0.553 -2.810
H 2.439 -1.040 -3.316
H 4.992 0.148 -1.216
H 5.061 -0.747 -2.701
H 5.379 -1.563 -1.036
H 1.345 1.693 -1.062
H 0.307 0.883 -0.409
C -3.480 0.712 2.704
O -4.377 0.618 3.505
N -3.015 -0.243 1.946
N -2.899 1.828 2.433
H -2.287 0.101 1.335
H -3.182 -1.221 2.132
H -3.233 2.651 2.914
H -2.379 1.880 1.569
C 0.645 1.053 3.090
O 1.284 0.949 4.156
N -0.639 0.912 2.999
N 1.153 1.325 1.949
H -1.072 0.771 3.900
H -0.989 1.010 2.056
H 0.480 1.306 1.196
H 2.142 1.517 1.870
C -1.732 -2.335 -1.001
O -1.635 -3.331 -1.700
N -1.926 -1.162 -1.525
N -1.621 -2.301 0.266
H -1.709 -0.289 -1.066
H -2.170 -1.190 -2.505
H -1.752 -1.449 0.792
H -1.489 -3.161 0.778
```

For the energy relative to the best compared isomer or geometry (same formula, charge and spin), the calculation gives 159.9 kcal per mole. For the total energy, the calculation gives -34349.71108 eV. Its charge is -1.



Entry 3:
This record from OMol25 describes 7 unconnected molecules or ions with the total composition C33H72BIO11 in a non-equilibrium geometry. The level of theory is ωB97M-V/def2-TZVPD.

Geometry as XYZ:
```
118
Properties=species:S:1:pos:R:3
C -0.076 3.134 4.767
C -1.432 2.472 5.019
O -2.037 2.142 3.744
B -2.162 0.831 3.405
O -1.716 0.383 2.171
C -2.924 -0.263 4.244
C -2.617 -1.562 4.454
C -1.328 -2.299 4.197
I -1.350 -4.066 5.517
C -0.084 -1.486 4.628
C 0.777 -1.017 3.443
C -3.936 -2.203 4.826
O -4.344 -3.271 4.485
O -4.771 -1.219 5.321
C -4.125 -0.011 5.098
O -4.389 0.976 5.715
H 0.316 2.783 3.806
H -0.187 4.222 4.730
H 0.641 2.871 5.552
H -2.130 3.156 5.510
H -1.327 1.561 5.619
H -2.225 0.735 1.424
H -1.239 -2.688 3.181
H 0.574 -2.097 5.251
H -0.388 -0.646 5.269
H 1.704 -0.568 3.820
H 0.287 -0.280 2.802
H 1.070 -1.897 2.859
C 2.365 -3.286 -1.182
C 2.310 -1.871 -0.631
O 2.670 -1.763 0.736
C 3.980 -2.181 1.077
C 5.085 -1.416 0.372
H 1.722 -3.947 -0.599
H 2.025 -3.291 -2.218
H 3.375 -3.697 -1.159
H 1.286 -1.501 -0.681
H 2.918 -1.197 -1.243
H 4.096 -3.259 0.909
H 4.057 -2.022 2.153
H 5.055 -1.551 -0.710
H 6.057 -1.759 0.728
H 4.999 -0.347 0.576
C -1.544 -0.134 -4.433
C -0.544 0.238 -3.351
O 0.764 -0.263 -3.567
C 1.389 0.177 -4.761
C 1.530 1.686 -4.851
H -1.605 -1.219 -4.538
H -2.532 0.250 -4.173
H -1.274 0.285 -5.403
H -0.866 -0.195 -2.402
H -0.521 1.325 -3.213
H 0.854 -0.207 -5.637
H 2.372 -0.293 -4.765
H 0.557 2.179 -4.857
H 2.049 1.961 -5.771
H 2.099 2.072 -4.003
C -6.251 1.511 -0.948
C -5.271 1.904 0.143
O -3.951 1.429 -0.071
C -3.308 1.864 -1.257
C -3.142 3.369 -1.363
H -6.283 0.426 -1.061
H -7.250 1.865 -0.692
H -5.984 1.941 -1.914
H -5.581 1.460 1.090
H -5.270 2.989 0.290
H -3.828 1.467 -2.137
H -2.322 1.395 -1.239
H -4.102 3.888 -1.394
H -2.599 3.619 -2.276
H -2.582 3.752 -0.508
C 9.052 -2.523 5.127
C 8.629 -2.492 3.669
O 7.798 -1.396 3.329
C 8.348 -0.107 3.529
C 9.615 0.161 2.735
H 8.177 -2.535 5.779
H 9.645 -3.417 5.323
H 9.659 -1.658 5.397
H 8.034 -3.377 3.442
H 9.508 -2.526 3.015
H 8.519 0.077 4.596
H 7.565 0.584 3.213
H 10.430 -0.503 3.025
H 9.947 1.186 2.900
H 9.433 0.022 1.668
C -4.114 3.580 -6.753
C -3.104 3.994 -5.696
O -1.784 3.546 -5.947
C -1.188 3.997 -7.153
C -1.074 5.508 -7.259
H -4.129 2.495 -6.863
H -5.111 3.917 -6.467
H -3.887 4.012 -7.729
H -3.376 3.547 -4.739
H -3.122 5.080 -5.554
H -1.720 3.590 -8.020
H -0.191 3.556 -7.159
H -2.049 5.995 -7.264
H -0.563 5.778 -8.184
H -0.505 5.907 -6.418
C -3.088 -5.378 0.657
C -3.072 -4.109 1.488
O -2.129 -3.138 1.044
C -2.307 -2.658 -0.279
C -3.655 -2.010 -0.537
H -2.099 -5.839 0.641
H -3.798 -6.087 1.085
H -3.386 -5.190 -0.376
H -2.784 -4.338 2.511
H -4.073 -3.670 1.544
H -2.132 -3.466 -0.999
H -1.509 -1.928 -0.427
H -4.474 -2.719 -0.404
H -3.705 -1.631 -1.560
H -3.818 -1.176 0.147
```

For the total energy, the calculation gives -66687.71243 eV. As for the SMILES: CCOB(O)C1=C([C@H](I)CC)C(=O)OC1=O.CCOCC.CCOCC.CCOCC.CCOCC.CCOCC.CCOCC.



Entry 4:
This record from OMol25 describes 2 unconnected molecules or ions with the total composition C12H16FNO4 in a non-equilibrium geometry. The level of theory is ωB97M-V/def2-TZVPD.

Geometry as XYZ:
```
34
Properties=species:S:1:pos:R:3
C -4.921 -0.210 1.551
C -3.549 -0.258 2.172
O -2.670 0.420 1.250
C -1.451 0.640 1.807
O -1.067 0.063 2.794
C -0.549 1.234 0.758
F -0.244 0.045 0.155
C 0.807 1.757 1.165
O 1.463 1.426 2.116
O 1.292 2.560 0.190
C 2.649 3.002 0.482
C 3.012 3.961 -0.629
H -5.619 -0.774 2.173
H -5.269 0.827 1.484
H -4.920 -0.639 0.544
H -3.211 -1.293 2.330
H -3.518 0.290 3.123
H -1.063 1.913 0.075
H 2.626 3.508 1.458
H 3.352 2.152 0.518
H 4.043 4.313 -0.494
H 2.930 3.482 -1.616
H 2.334 4.825 -0.612
C 1.602 -3.968 -2.703
C 2.470 -2.846 -2.559
C 1.959 -1.775 -1.801
N 0.764 -1.824 -1.304
C -0.062 -2.845 -1.386
C 0.307 -3.996 -2.117
H 1.936 -4.813 -3.266
H 3.486 -2.754 -2.990
H 2.524 -0.853 -1.603
H -1.020 -2.742 -0.879
H -0.422 -4.828 -2.190
```

For the energy relative to the best compared isomer or geometry (same formula, charge and spin), the calculation gives 0.0 kcal per mole. For the total energy, the calculation gives -25099.81141 eV. As for the SMILES: CCOC(=O)C(F)C(=O)OCC.c1ccncc1.



Entry 5:
This record from OMol25 describes a gas-phase ion, C7H14N2 (charge +2) in a non-equilibrium geometry. The level of theory is ωB97M-V/def2-TZVPD.

Geometry as XYZ:
```
23
Properties=species:S:1:pos:R:3
C -2.438 -1.250 -0.145
C -1.150 -0.687 -0.001
N -0.834 0.549 -0.005
C -2.040 1.478 -0.110
C 0.561 1.136 0.174
C 1.749 0.074 0.345
C 3.056 0.279 -0.495
C 1.243 -1.259 0.171
N -0.044 -1.609 0.141
H -2.381 -2.252 -0.449
H -3.154 -0.511 -0.643
H -2.837 -1.163 1.035
H -1.801 2.597 0.068
H -2.377 1.483 -1.204
H -2.830 1.278 0.541
H 0.923 1.850 -0.731
H 0.501 1.739 1.115
H 1.986 0.067 1.410
H 2.978 0.991 -1.282
H 3.433 -0.695 -0.821
H 3.869 0.594 0.202
H 1.982 -2.132 0.455
H -0.393 -2.558 0.229
```

For the energy relative to the best compared isomer or geometry (same formula, charge and spin), the calculation gives 30.4 kcal per mole. For the total energy, the calculation gives -10446.73225 eV. Its charge is +2. As for the SMILES: CC1=[N+](C)C[C@H](C)C=[NH+]1.



Entry 6:
This record from OMol25 describes 2 unconnected molecules or ions with the total composition C5H11NO. The level of theory is ωB97M-V/def2-TZVPD.

Geometry as XYZ:
```
18
Properties=species:S:1:pos:R:3
C 1.598 1.021 -0.482
C 1.102 -0.211 0.270
C -0.192 -0.808 -0.294
C -0.610 -2.071 0.447
N -1.281 0.162 -0.224
C -1.600 1.072 -0.954
O -2.000 1.978 -1.586
H 1.720 0.814 -1.552
H 0.907 1.866 -0.377
H 2.569 1.346 -0.096
H 1.865 -0.999 0.233
H 0.945 0.031 1.330
H -0.033 -1.048 -1.353
H 0.173 -2.833 0.364
H -0.778 -1.855 1.508
H -1.535 -2.476 0.028
H -1.508 1.461 1.773
H -1.554 2.101 2.151
```

For the energy relative to the best compared isomer or geometry (same formula, charge and spin), the calculation gives 30.6 kcal per mole. For the total energy, the calculation gives -8900.36900 eV. As for the SMILES: CC[C@@H](C)N=C=O.[H][H].



Here are the calculated HOMO energy numbers, same order: -5.3; -5.0; -9.0; -9.0; -19.8; -10.2 (eV).